{"formula": "C17H20N4O3PtS2", "method": "wB97M-V/def2-TZVPD", "symbols": ["Pt", "C", "C", "N", "C", "S", "N", "N", "C", "C", "C", "C", "C", "C", "C", "N", "H", "H", "H", "H", "H", "H", "H", "H", "H", "H", "H", "H", "H", "C", "C", "C", "C", "C", "C", "C", "S", "O", "O", "O", "H", "H", "H", "H", "H", "H", "H"], "positions_angstrom": [[-0.50, -0.17, -0.51], [1.74, 1.93, 4.34], [2.06, 2.81, 3.14], [1.01, 2.81, 2.14], [0.82, 1.79, 1.28], [-0.54, 1.96, 0.19], [1.64, 0.79, 1.29], [1.38, -0.15, 0.30], [2.32, -0.98, 0.04], [3.56, -1.07, 0.88], [2.24, -1.85, -1.16], [2.85, -3.11, -1.18], [2.78, -3.86, -2.34], [2.14, -3.33, -3.45], [1.59, -2.06, -3.34], [1.64, -1.33, -2.23], [2.57, 1.95, 5.06], [1.59, 0.90, 4.03], [0.84, 2.28, 4.85], [2.99, 2.48, 2.66], [2.21, 3.85, 3.45], [0.29, 3.51, 2.19], [3.49, -0.40, 1.73], [4.43, -0.82, 0.28], [3.69, -2.09, 1.24], [3.33, -3.51, -0.30], [3.23, -4.84, -2.38], [2.07, -3.87, -4.38], [1.07, -1.61, -4.18], [-4.36, 3.10, -1.45], [-3.78, 1.76, -1.13], [-3.00, 1.07, -2.02], [-2.45, -0.20, -1.68], [-2.69, -0.73, -0.40], [-3.51, -0.02, 0.51], [-4.04, 1.18, 0.15], [-2.13, -2.38, 0.00], [-0.84, -2.33, -0.80], [-3.06, -3.34, -0.51], [-1.90, -2.37, 1.43], [-4.05, 3.44, -2.44], [-4.05, 3.84, -0.72], [-5.45, 3.06, -1.43], [-2.81, 1.48, -3.00], [-2.06, -0.84, -2.47], [-3.68, -0.45, 1.49], [-4.66, 1.72, 0.85]], "mulliken_charge": [0.8627, -1.0626, -0.4302, -0.1909, 0.4336, -0.4758, -0.5443, -0.1048, 0.6260, -1.2287, 0.9806, -0.7104, -0.5019, -0.5262, -0.2734, -0.3438, 0.3333, 0.3068, 0.3073, 0.2467, 0.4073, 0.2254, 0.2963, 0.3399, 0.3230, 0.2698, 0.4188, 0.3931, 0.4091, -1.5506, 1.1315, -0.8945, -0.1263, -0.2055, -0.8622, -0.3671, 1.2491, -0.5832, -0.6902, -0.6814, 0.3709, 0.3188, 0.3695, 0.3160, 0.5474, 0.4871, 0.3840], "homo_lumo_gap_ev": 8.07, "multiplicity": 1}

=====

{"formula": "C17H20N4O5S", "method": "wB97M-V/def2-TZVPD", "symbols": ["H", "N", "C", "N", "N", "N", "C", "C", "O", "C", "C", "C", "C", "C", "C", "O", "S", "O", "O", "C", "C", "C", "C", "C", "C", "O", "C", "C", "H", "H", "H", "H", "H", "H", "H", "H", "H", "H", "H", "H", "H", "H", "H", "H", "H", "H", "H"], "positions_angstrom": [[4.51, -1.65, -0.97], [4.99, -0.78, -0.55], [4.52, 0.32, -0.97], [5.14, 1.46, -0.57], [3.47, 0.25, -1.86], [2.44, -0.62, -1.74], [1.51, -0.48, -2.70], [0.42, -1.44, -2.68], [-0.85, -0.88, -3.08], [-1.77, -0.81, -2.11], [-3.04, -1.26, -2.46], [-4.22, -1.10, -1.65], [-5.55, -1.53, -2.10], [-3.92, -0.41, -0.37], [-2.66, 0.03, -0.02], [-2.52, 0.73, 1.17], [-2.03, -0.30, 2.34], [-2.81, 0.00, 3.56], [-2.10, -1.74, 2.04], [-0.22, -0.11, 2.53], [0.70, -1.16, 2.15], [2.10, -1.11, 2.35], [2.62, 0.18, 2.48], [1.79, 1.22, 2.87], [0.35, 1.14, 2.76], [-0.42, 2.19, 3.11], [-0.04, 3.45, 2.49], [-1.65, -0.08, -0.86], [5.73, 1.29, 0.23], [4.55, 2.28, -0.41], [3.21, 1.16, -2.22], [1.67, 0.21, -3.58], [0.55, -2.20, -3.45], [0.48, -1.89, -1.73], [-3.23, -1.83, -3.35], [-5.73, -1.04, -3.07], [-5.43, -2.67, -2.33], [-6.35, -1.30, -1.38], [-4.68, 0.04, 0.20], [0.23, -2.03, 1.71], [2.84, -1.92, 2.06], [3.71, 0.26, 2.42], [2.27, 2.14, 3.24], [1.01, 3.55, 2.06], [-0.76, 3.75, 1.70], [-0.01, 4.19, 3.28], [-0.83, 0.54, -0.55]], "mulliken_charge": [0.2727, -0.7437, 0.5694, -0.5824, -0.1670, -0.2482, -0.2953, -0.4501, -0.4417, 0.1414, -0.6361, 0.2757, -1.2549, -0.3676, -0.0493, -0.3854, 1.4754, -0.7139, -0.6680, -0.3596, -0.0563, -0.8761, -0.3574, -0.4313, 0.6578, -0.4052, -0.8195, -0.0112, 0.2945, 0.2310, 0.2820, 0.3705, 0.3156, 0.3370, 0.4128, 0.3269, 0.2969, 0.3291, 0.4575, 0.5132, 0.3007, 0.4015, 0.5185, 0.3528, 0.2409, 0.3020, 0.6444], "homo_lumo_gap_ev": 8.85, "e_above_lowest_ev": 6.9785, "multiplicity": 1, "smiles": "[H]/N=C(/N)N/N=C/COc1cc(C)cc(OS(=O)(=O)c2ccccc2OC)c1"}

=====

{"formula": "C17H21As2FNPt", "method": "wB97M-V/def2-TZVPD", "symbols": ["Pt", "C", "As", "C", "C", "C", "C", "C", "C", "C", "As", "C", "C", "H", "H", "H", "H", "H", "H", "H", "H", "H", "H", "H", "H", "H", "H", "H", "H", "F", "N", "C", "C", "C", "C", "C", "C", "C", "H", "H", "H", "H", "H"], "positions_angstrom": [[-1.36, -0.69, 0.84], [2.23, -0.62, -0.66], [1.06, 0.65, 0.22], [1.81, 0.86, 2.00], [1.36, 2.37, -0.67], [2.55, 2.47, -1.38], [2.90, 3.66, -1.99], [2.06, 4.76, -1.92], [0.85, 4.67, -1.25], [0.49, 3.48, -0.63], [-1.27, 3.47, 0.21], [-2.44, 4.68, -0.75], [-1.11, 4.13, 2.02], [3.27, -0.43, -0.40], [2.10, -0.57, -1.74], [1.95, -1.62, -0.31], [2.74, 1.42, 1.93], [2.00, -0.13, 2.41], [1.12, 1.39, 2.65], [3.22, 1.62, -1.46], [3.85, 3.74, -2.52], [2.34, 5.69, -2.39], [0.20, 5.53, -1.21], [-2.24, 5.69, -0.39], [-3.47, 4.42, -0.52], [-2.28, 4.61, -1.82], [-0.69, 5.14, 1.97], [-0.48, 3.48, 2.61], [-2.11, 4.17, 2.46], [-1.61, 0.95, 1.75], [-1.28, -2.47, 0.24], [-1.30, -3.63, 0.15], [-1.35, -5.02, 0.08], [-0.61, -5.81, 1.02], [-0.76, -7.16, 0.99], [-1.61, -7.77, 0.04], [-2.33, -6.99, -0.90], [-2.20, -5.64, -0.90], [0.04, -5.34, 1.73], [-0.22, -7.78, 1.70], [-1.72, -8.85, 0.03], [-2.97, -7.48, -1.62], [-2.74, -5.03, -1.61]], "mulliken_charge": [0.7480, -1.1971, 0.5013, -0.9345, 0.3326, -0.2818, -0.8357, -0.8449, -0.4563, 0.4236, 0.4904, -1.0776, -0.8439, 0.4512, 0.4443, 0.3661, 0.4205, 0.4181, 0.3268, 0.3435, 0.4259, 0.4258, 0.4058, 0.4212, 0.4157, 0.4165, 0.4227, 0.2511, 0.3966, -0.4441, -0.4603, 0.4511, 0.7780, -0.3206, -0.5772, -0.2156, -0.5774, -0.3046, 0.4642, 0.4578, 0.4442, 0.4599, 0.4689], "total_charge": 3, "homo_lumo_gap_ev": [7.02, 4.15], "s_squared": 6.0595, "e_above_lowest_ev": 0.0000, "multiplicity": 5}

=====

{"formula": "C17H21BCl2NO7P", "method": "wB97M-V/def2-TZVPD", "symbols": ["C", "B", "O", "C", "C", "C", "C", "O", "C", "C", "C", "O", "C", "C", "O", "C", "C", "Cl", "C", "C", "Cl", "C", "O", "N", "P", "C", "O", "C", "O", "H", "H", "H", "H", "H", "H", "H", "H", "H", "H", "H", "H", "H", "H", "H", "H", "H", "H", "H", "H", "H"], "positions_angstrom": [[-1.33, -3.72, -2.14], [-0.07, -3.17, -1.37], [1.04, -3.95, -1.38], [-0.13, -1.76, -0.61], [-0.81, -1.76, 0.61], [-0.97, -0.62, 1.35], [-0.48, 0.59, 0.90], [-0.64, 1.70, 1.71], [0.20, 0.67, -0.33], [0.75, 1.99, -0.87], [0.11, 3.30, -0.43], [0.80, 3.92, 0.69], [1.83, 4.71, 0.34], [1.74, 6.12, 0.83], [2.77, 4.32, -0.30], [0.41, -0.53, -1.06], [1.20, -0.48, -2.34], [2.72, -1.43, -2.22], [0.40, -0.88, -3.58], [-1.02, -0.35, -3.54], [1.22, -0.18, -5.03], [-1.75, -0.96, 2.58], [-2.35, -0.24, 3.31], [-1.70, -2.40, 2.68], [-0.45, -2.94, 3.83], [-0.64, -1.70, 5.14], [0.99, -2.50, 3.18], [-1.43, -2.89, 1.36], [-1.68, -3.99, 0.99], [-1.64, -4.62, -1.62], [-1.10, -3.98, -3.17], [-2.15, -3.01, -2.10], [1.68, -3.65, -0.72], [-1.58, 1.84, 1.86], [1.83, 2.01, -0.72], [0.61, 1.96, -1.94], [0.17, 4.00, -1.26], [-0.92, 3.20, -0.13], [1.07, 6.69, 0.19], [2.73, 6.55, 0.76], [1.43, 6.14, 1.87], [1.57, 0.51, -2.53], [0.44, -1.95, -3.74], [-1.04, 0.65, -3.12], [-1.44, -0.29, -4.54], [-1.64, -1.03, -2.97], [-0.16, -0.76, 4.85], [-0.19, -2.07, 6.06], [-1.68, -1.46, 5.32], [1.24, -1.58, 3.36]], "mulliken_charge": [-1.1116, 1.2011, -0.6956, -0.2184, 1.1419, 0.2916, 0.3063, -0.6523, -0.0409, -0.5186, -1.1839, -0.2569, 0.8012, -1.1047, -0.5191, -0.6125, -0.9086, -0.2001, 0.4454, -1.0817, -0.1823, 0.0961, -0.5370, 0.0253, 0.1101, -0.9816, -0.4180, 0.0940, -0.5090, 0.3249, 0.3767, 0.3323, 0.3327, 0.2783, 0.5615, 0.2705, 0.4099, 0.5394, 0.2622, 0.3525, 0.3132, 0.4604, 0.2900, 0.1951, 0.4668, 0.1398, 0.3130, 0.3460, 0.3241, 0.3306], "homo_lumo_gap_ev": 8.79, "multiplicity": 1, "smiles": "CB(O)c1c2c(c(O)c(CCOC(C)=O)c1[C@@H](Cl)[C@@H](C)Cl)C(=O)N(P(C)O)C2=O"}

=====

{"formula": "C17H21BNO7P", "method": "wB97M-V/def2-TZVPD", "symbols": ["C", "C", "C", "O", "C", "C", "C", "C", "C", "C", "C", "C", "N", "C", "O", "C", "C", "P", "O", "O", "O", "C", "B", "C", "O", "C", "O", "H", "H", "H", "H", "H", "H", "H", "H", "H", "H", "H", "H", "H", "H", "H", "H", "H", "H", "H", "H", "H"], "positions_angstrom": [[-3.07, -0.97, 0.45], [-3.03, -2.41, -0.05], [-1.62, -3.05, 0.09], [-0.95, -2.96, -1.16], [0.47, -2.77, -0.94], [0.68, -1.29, -0.85], [1.25, -0.66, 0.18], [1.80, -1.34, 1.38], [1.51, -0.83, 2.62], [1.93, -1.39, 3.79], [2.70, -2.53, 3.65], [2.98, -2.95, 2.38], [2.57, -2.42, 1.25], [1.38, 0.85, 0.11], [2.35, 1.40, 0.59], [0.27, 1.58, -0.60], [-0.12, 2.92, -0.06], [1.21, 4.19, -0.02], [0.64, 5.52, -0.22], [1.98, 4.18, 1.40], [2.28, 3.87, -1.17], [-0.28, 0.94, -1.63], [-1.49, 1.55, -2.46], [-1.31, 2.76, -3.45], [-2.72, 0.96, -2.30], [0.22, -0.43, -2.00], [0.22, -0.81, -3.15], [-2.21, -0.39, 0.11], [-3.18, -0.90, 1.54], [-3.96, -0.49, 0.04], [-3.24, -2.41, -1.12], [-3.72, -3.04, 0.51], [-1.12, -2.50, 0.90], [-1.74, -4.09, 0.42], [0.72, -3.30, -0.03], [0.96, -3.19, -1.81], [0.90, 0.07, 2.67], [1.69, -0.97, 4.75], [3.07, -3.05, 4.52], [3.62, -3.83, 2.29], [-0.41, 2.79, 0.99], [-0.96, 3.41, -0.55], [1.41, 3.84, 2.09], [3.13, 4.24, -0.87], [-2.07, 3.53, -3.29], [-0.34, 3.25, -3.32], [-1.38, 2.46, -4.50], [-3.05, 0.65, -3.15]], "mulliken_charge": [-0.8758, -0.6004, -0.1618, -0.4364, -0.9851, 0.5134, 1.4618, 0.1209, -0.5062, -0.6047, -0.4010, -0.3964, -0.5028, -0.1688, -0.5541, 0.9197, -1.0479, 1.0418, -0.8009, -0.5095, -0.4525, 0.0324, 0.1860, -1.0100, -0.4871, -0.1656, -0.6334, 0.0072, 0.3618, 0.3642, 0.2517, 0.3720, 0.1353, 0.3630, 0.4958, 0.2964, 0.3432, 0.4406, 0.3910, 0.3955, 0.4891, 0.3636, 0.3311, 0.3220, 0.3063, 0.3452, 0.3774, 0.2720], "homo_lumo_gap_ev": 8.56, "multiplicity": 1, "smiles": "CCCOCC1=C(c2ccccn2)C(=O)C(CP(=O)(O)O)=C(B(C)O)C1=O"}